(1)
The following is a quantum chemistry calculation of an isolated ion of composition C9H15N4O3S and charge +1, from the Open Molecules 2025 dataset.

Geometry as XYZ:
```
32
Properties=species:S:1:pos:R:3:lowdin_charge:R:1
C 1.136 0.225 4.529 0.08
C 0.028 -0.290 4.424 -0.13
C -1.431 -0.838 4.165 -0.17
C -1.694 -0.759 2.597 -0.21
C -1.781 0.763 2.076 -0.08
C -1.694 0.679 0.490 -0.12
N -2.441 1.411 -0.474 0.14
N -1.997 0.962 -1.663 0.13
N -1.076 0.031 -1.493 -0.12
C -0.524 -0.550 -2.751 -0.09
C 0.941 -1.152 -2.658 -0.17
C 1.973 -0.283 -1.820 -0.23
S 2.297 1.395 -2.494 0.68
O 1.215 1.925 -3.342 -0.30
O 2.417 2.287 -1.321 -0.31
O 3.705 1.493 -3.372 -0.15
N -0.800 -0.180 -0.198 0.19
H 2.091 0.804 4.394 0.06
H -1.484 -1.940 4.447 0.12
H -2.214 -0.221 4.713 0.13
H -2.633 -1.313 2.265 0.13
H -0.820 -1.300 2.097 0.10
H -2.744 1.250 2.414 0.14
H -0.906 1.391 2.428 0.13
H -1.219 -1.411 -3.040 0.15
H -0.627 0.225 -3.572 0.14
H 0.918 -2.238 -2.308 0.13
H 1.326 -1.206 -3.733 0.14
H 1.735 -0.204 -0.711 0.10
H 2.970 -0.844 -1.859 0.13
H 3.626 0.787 -4.061 0.10
H -0.123 -0.861 0.158 0.18
```

Its total charge is +1. For the frontier orbital gap, the calculation gives 8.7070 eV. Its multiplicity is 1. The SMILES is C#CCCCc1nnn(CCCS(=O)(=O)O)[nH+]1. The HOMO energy comes out at -13.106 eV.

=====

(2)
The following is a quantum chemistry calculation of C18H53AsF6O8 as an isolated structure, from the Open Molecules 2025 dataset.

Geometry as XYZ:
```
86
Properties=species:S:1:pos:R:3:lowdin_charge:R:1
O 2.290 0.557 2.381 0.28
H 1.473 0.524 2.885 0.07
H 2.902 -0.079 2.757 0.10
H 2.639 1.451 2.337 0.17
As -0.187 0.231 -0.154 0.98
F 1.549 0.688 -0.176 -0.26
F 0.191 -1.342 0.678 -0.28
F -1.869 -0.257 -0.056 -0.24
F -0.583 1.768 -0.989 -0.26
F 0.020 -0.620 -1.767 -0.28
F -0.388 1.090 1.421 -0.26
C -3.990 -3.087 3.313 -0.07
C -3.083 -2.007 2.603 -0.27
O -1.731 -2.479 2.785 -0.11
H -4.992 -2.694 3.484 0.06
H -3.592 -3.417 4.272 0.07
H -4.161 -3.999 2.740 0.07
H -3.178 -0.995 2.997 0.10
H -3.292 -1.904 1.538 0.09
H -1.235 -2.121 2.045 0.03
C 3.441 -2.654 1.769 -0.07
C 3.781 -2.751 3.301 -0.22
O 3.796 -1.352 3.765 -0.11
H 3.658 -3.605 1.284 0.07
H 4.098 -1.953 1.253 0.09
H 2.356 -2.638 1.662 0.05
H 4.731 -3.281 3.377 0.11
H 3.070 -3.346 3.873 0.11
H 4.341 -1.370 4.556 0.10
C 0.668 -4.335 -1.115 -0.06
C 1.387 -5.698 -1.256 -0.33
O 0.876 -6.575 -2.223 -0.08
H 1.059 -3.719 -0.305 0.05
H -0.395 -4.517 -0.958 0.07
H 0.603 -3.811 -2.068 0.05
H 1.301 -6.296 -0.348 0.11
H 2.454 -5.592 -1.454 0.11
H 1.502 -7.298 -2.314 0.09
C 2.604 4.490 -3.180 -0.04
C 2.261 3.363 -4.149 -0.48
C 2.188 1.912 -3.668 -0.05
O 1.081 3.623 -4.885 -0.06
H 3.228 5.260 -3.634 0.08
H 3.231 4.056 -2.401 0.07
H 1.776 5.028 -2.718 0.07
H 3.040 3.333 -4.911 0.13
H 3.151 1.428 -3.505 0.08
H 1.598 1.206 -4.252 0.06
H 1.656 1.962 -2.718 0.05
H 0.298 3.575 -4.332 0.05
C -0.765 0.385 6.189 -0.03
C -0.222 0.803 4.781 -0.40
C 0.757 2.060 4.773 -0.03
O 0.553 -0.265 4.207 -0.09
H -1.509 1.039 6.644 0.08
H 0.085 0.319 6.869 0.08
H -1.114 -0.647 6.218 0.08
H -1.095 0.883 4.132 0.12
H 1.694 1.771 5.249 0.08
H 0.469 2.864 5.451 0.08
H 0.799 2.602 3.828 0.07
H 0.050 -1.082 4.232 0.09
C -2.912 -1.876 -3.265 0.03
C -1.888 -1.452 -4.295 -0.39
C -1.782 0.045 -4.405 0.03
O -0.607 -1.946 -3.967 0.27
H -2.697 -1.366 -2.326 0.09
H -2.713 -2.941 -3.151 0.10
H -3.947 -1.869 -3.607 0.12
H -2.121 -1.892 -5.264 0.16
H -1.521 0.598 -3.503 0.09
H -2.740 0.393 -4.791 0.13
H -1.020 0.156 -5.177 0.11
H -0.477 -1.508 -3.123 0.07
C -3.099 4.180 -2.213 -0.04
C -1.719 4.721 -1.991 -0.51
C -1.320 4.860 -0.539 -0.05
O -0.720 3.887 -2.516 -0.08
H -2.937 3.115 -2.045 0.07
H -3.427 4.254 -3.249 0.08
H -3.783 4.750 -1.585 0.09
H -1.580 5.709 -2.431 0.15
H -0.249 5.059 -0.494 0.08
H -1.392 3.909 -0.011 0.07
H -1.949 5.662 -0.152 0.09
H -0.728 3.069 -2.013 0.02
```

Its total charge is +1. For the frontier orbital gap (spin up / spin down), the calculation gives 8.6517 / 2.8723 eV. Its multiplicity is 2. The HOMO energy (spin up / spin down) comes out at -11.411 / -11.399 eV.

=====

(3)
The following is a quantum chemistry calculation of one molecule with the formula C2BrF3S, from the Open Molecules 2025 dataset.

Geometry as XYZ:
```
7
Properties=species:S:1:pos:R:3:lowdin_charge:R:1
C -0.698 0.496 -0.289 -0.69
C 0.343 -0.326 0.320 -0.88
F -0.838 -0.009 -1.663 -0.05
F 0.320 -1.466 -0.288 0.08
F 0.341 -0.609 1.644 0.06
S -1.746 1.534 0.428 0.85
Br 2.277 0.380 -0.151 0.64
```

Its total charge is 0. For the frontier orbital gap (spin up / spin down), the calculation gives 8.5683 / 8.5689 eV. Its multiplicity is 1. The SMILES is FC(=S)C(F)(F)Br. The calculation puts the energy above the lowest of the compared OMol25 structures with the same formula, charge and spin at 15.7 kcal/mol. The HOMO energy (spin up / spin down) comes out at -10.700 / -10.700 eV.

=====

(4)
The following is a quantum chemistry calculation of a 2-piece molecular cluster, H5O2 overall, from the Open Molecules 2025 dataset.

Geometry as XYZ:
```
7
Properties=species:S:1:pos:R:3:lowdin_charge:R:1
O 1.298 0.351 -0.063 0.23
O -1.058 -0.463 0.333 0.03
H -1.834 -0.591 -0.228 0.12
H -1.050 -0.742 1.252 0.11
H 0.295 -0.045 -0.163 0.12
H 1.490 0.245 -1.031 0.19
H 0.859 1.247 -0.099 0.19
```

Its total charge is +1. For the frontier orbital gap, the calculation gives 13.6416 eV. Its multiplicity is 1. The calculation puts the energy above the lowest of the compared OMol25 structures with the same formula, charge and spin at 17.5 kcal/mol. The HOMO energy comes out at -18.396 eV.

=====

(5)
The following is a quantum chemistry calculation of one molecule with the formula C5H8O, from the Open Molecules 2025 dataset.

Geometry as XYZ:
```
14
Properties=species:S:1:pos:R:3:lowdin_charge:R:1
C 1.379 -0.279 -0.769 -0.06
C 0.435 0.191 0.308 -0.39
C -0.780 -0.661 0.554 -0.14
C -1.767 -0.361 -0.556 -0.25
O -1.612 0.540 -1.344 0.06
C 0.597 1.335 0.964 0.05
H 0.884 -0.480 -1.727 0.08
H 1.840 -1.216 -0.436 0.08
H 2.185 0.436 -0.961 0.08
H -0.583 -1.744 0.588 0.12
H -1.278 -0.399 1.501 0.12
H -2.668 -1.000 -0.610 0.12
H -0.024 1.623 1.810 0.07
H 1.390 2.016 0.678 0.06
```

Its total charge is 0. For the frontier orbital gap, the calculation gives 10.4689 eV. Its multiplicity is 1. The SMILES is C=C(C)CC=O. The calculation puts the energy above the lowest of the compared OMol25 structures with the same formula, charge and spin at 24.8 kcal/mol. The HOMO energy comes out at -9.476 eV.

=====

(6)
The following is a quantum chemistry calculation of C6H3F5N2 as an isolated structure, from the Open Molecules 2025 dataset.

Geometry as XYZ:
```
16
Properties=species:S:1:pos:R:3:lowdin_charge:R:1
C 0.784 0.588 -1.571 -0.19
C 0.308 1.561 0.568 -0.21
C -0.698 -0.734 0.204 0.00
C 2.190 -0.334 0.505 -0.19
C 0.359 0.303 -0.155 -0.23
C -2.145 -0.278 -0.246 -0.64
N 1.130 0.864 -2.609 0.19
N 0.180 2.589 1.086 0.21
F 2.139 -0.593 1.830 0.07
F 2.476 -1.504 -0.108 0.09
F -2.926 -1.340 -0.131 0.14
F -2.411 0.145 -1.464 0.18
F -2.514 0.659 0.658 0.12
H -0.763 -1.733 -0.232 0.14
H -0.881 -0.786 1.291 0.15
H 2.771 0.591 0.374 0.16
```

Its total charge is 0. For the frontier orbital gap, the calculation gives 10.7487 eV. Its multiplicity is 1. The calculation puts the energy above the lowest of the compared OMol25 structures with the same formula, charge and spin at 3.3 kcal/mol. The HOMO energy comes out at -11.069 eV.

=====

| no. | largest force on an atom (eV/Å) |
| --- | --- |
| 1 | 6.13 |
| 2 | 2.57 |
| 3 | 3.96 |
| 4 | 3.64 |
| 5 | 0.56 |
| 6 | 4.34 |